CH6N2O4P2 as an isolated structure at a distorted geometry. Source: OMol25; level of theory: ωB97M-V/def2-TZVPD.

Its expectation value of S² is 2.011. Its spin multiplicity is 3. The calculation puts the calculated total energy at -30880.595 eV. The calculation puts the HOMO-LUMO gap (alpha / beta) at 4.86 / 7.65 eV. The net charge is -2. The HOMO energy (alpha / beta) comes out at 2.126 / -0.932 eV.

Last column: Löwdin spin population.
Positions of all 15 atoms, in Å:
C1 -0.03238 -0.68575 -0.75877  0.078
N1 -1.41345 0.65256 1.34119  0.061
N2 2.71129 -0.69705 -0.85406  0.017
O1 -3.32276 -1.11640 0.18852  1.276
O2 1.38430 1.51551 -0.10614  0.005
O3 -1.67844 1.41693 -1.21767  0.161
O4 1.76485 -0.46263 1.54117  0.006
P1 -1.49971 0.23809 -0.32381  0.352
P2 1.62505 -0.12355 0.09639  0.024
H1 0.32080 -0.61536 -1.86162  0.000
H2 -0.09901 -1.72399 -0.41018  0.003
H3 -2.19575 0.22207 1.82925  0.006
H4 2.42404 -0.68612 -1.76999  0.001
H5 0.53730 1.66917 0.42244  0.003
H6 -0.52614 0.39651 1.88328  0.009



C53H51FN6O4PPtS as an isolated structure. Source: OMol25; level of theory: ωB97M-V/def2-TZVPD.

Its expectation value of S² is 6.047. Its spin multiplicity is 5. As for the energy above the lowest of the compared OMol25 structures with the same formula, charge and spin: 0.0000 eV. The calculation puts the calculated total energy at -98982.165 eV. The calculation puts the HOMO-LUMO gap (alpha / beta) at 5.32 / 4.63 eV. The net charge is +3. The HOMO energy (alpha / beta) comes out at -12.248 / -14.356 eV.

Last column: Löwdin spin population.
Positions of all 118 atoms, in Å:
Pt1 1.76269 1.20975 0.11680  0.670
N1 6.04884 1.75043 0.09949  0.203
C1 6.78066 0.82613 0.80261  0.077
C2 8.15532 1.01664 1.00114  0.014
C3 8.88692 0.05962 1.65748  0.056
C4 8.28004 -1.11318 2.14033  0.047
C5 6.93582 -1.30904 1.96759  0.022
C6 6.17113 -0.33384 1.30353  0.113
S1 4.48343 -0.58333 1.14817  0.412
N2 3.90885 0.83110 0.58959  0.516
C7 4.70078 1.69772 -0.13680  0.277
C8 4.06985 2.55900 -1.05049  0.070
C9 4.73887 3.49197 -1.87442  0.083
C10 4.01983 4.30255 -2.71034  0.018
C11 2.62221 4.20989 -2.74217  0.109
C12 2.01125 3.29033 -1.92758  0.017
N3 2.70445 2.47398 -1.12047  0.142
H1 6.55810 2.53136 -0.28473  0.005
H2 8.62990 1.91544 0.62508  -0.001
H3 9.94812 0.21018 1.80321  0.002
H4 8.87542 -1.85471 2.65428  0.002
H5 6.44824 -2.19925 2.34686  -0.001
H6 5.81797 3.55969 -1.86724  0.005
H7 4.53320 5.01409 -3.34351  -0.001
H8 2.02572 4.84187 -3.38252  0.006
H9 0.93666 3.18076 -1.88719  0.003
F1 -5.69333 0.92654 -2.10800  0.004
C13 -4.66666 0.24833 -2.63538  0.011
C14 -3.40238 0.53270 -2.18667  0.000
C15 -2.32630 -0.21760 -2.64473  0.012
C16 -0.96614 0.12268 -2.19324  0.037
O1 -0.73523 1.07351 -1.46431  0.173
C17 0.08259 -0.75357 -2.70481  0.242
C18 -0.22661 -1.72423 -3.66090  0.052
N4 -1.45756 -2.00992 -4.03541  0.107
C19 -1.68179 -3.06127 -5.02187  0.008
C20 -2.29967 -4.35286 -4.57338  0.005
C21 -0.85420 -4.30445 -4.97242  0.000
C22 -2.55849 -1.25213 -3.55758  -0.008
C23 -3.84360 -1.49993 -4.03337  0.019
C24 -4.92433 -0.73730 -3.59823  -0.007
N5 -6.21202 -0.98271 -4.11683  -0.003
C25 -7.21722 0.07490 -4.12474  0.000
C26 -8.11204 -0.10119 -5.35277  0.000
N6 -8.27670 -1.57860 -5.65367  0.000
C27 -8.19214 -2.39522 -4.39710  0.000
C28 -6.76047 -2.32299 -3.87798  -0.001
C29 1.51979 -0.49370 -2.40287  0.018
O2 2.09598 -0.35093 -3.48261  0.360
O3 1.98538 -0.47116 -1.24158  0.013
H10 -3.24660 1.31989 -1.45984  0.000
H11 0.57142 -2.27960 -4.13467  -0.001
H12 -1.95011 -2.65290 -5.98755  0.004
H13 -3.00967 -4.82658 -5.23655  0.000
H14 -2.50780 -4.45367 -3.51620  0.000
H15 -0.55775 -4.72475 -5.92231  0.000
H16 -0.12562 -4.41706 -4.18141  0.000
H17 -4.00665 -2.27186 -4.77080  0.001
H18 -6.73290 1.04210 -4.21597  0.000
H19 -7.81323 0.10386 -3.20882  0.000
H20 -7.68476 0.35446 -6.24215  0.000
H21 -9.10570 0.30752 -5.18277  0.000
H22 -7.53885 -1.87229 -6.29413  0.000
H23 -9.16204 -1.74210 -6.13418  0.000
H24 -8.48793 -3.41768 -4.61692  0.000
H25 -8.91249 -1.96533 -3.70498  0.000
H26 -6.15057 -3.06685 -4.39385  0.000
H27 -6.77194 -2.58691 -2.81471  0.000
C30 0.31326 3.69022 4.47513  0.000
C31 0.86912 4.44729 3.25893  0.002
C32 2.14392 5.20373 3.65370  0.001
C33 -0.18247 5.43507 2.73805  0.001
C34 1.18702 3.47011 2.20411  0.018
C35 1.45458 2.66238 1.35009  0.022
H28 0.06841 4.39565 5.27146  0.000
H29 1.04854 2.98283 4.86514  0.000
H30 -0.59110 3.13690 4.21230  0.000
H31 1.90791 5.95820 4.40676  0.000
H32 2.58328 5.70499 2.79091  0.000
H33 2.88672 4.52326 4.07416  0.000
H34 -0.45121 6.13845 3.52835  0.000
H35 -1.08545 4.91108 2.42085  0.000
H36 0.20315 6.00304 1.89050  0.000
O4 0.54539 0.05454 1.26624  0.022
P1 0.46789 -0.79629 2.52917  0.003
C36 0.09824 -2.48834 2.08080  0.000
C37 -0.67915 -3.30453 2.89814  0.000
C38 -0.86980 -4.63651 2.56018  0.000
C39 -0.28788 -5.15117 1.40950  0.000
C40 0.47864 -4.33360 0.58706  0.000
C41 0.67361 -3.00159 0.91749  0.000
C42 2.00377 -0.79190 3.44577  0.004
C43 2.62924 -1.97159 3.84282  0.002
C44 3.82930 -1.91279 4.53871  0.001
C45 4.40125 -0.68189 4.83405  0.002
C46 3.77297 0.49677 4.44515  0.003
C47 2.57200 0.44652 3.75686  0.005
C48 -0.81044 -0.13017 3.58374  0.000
C49 -0.79189 -0.36189 4.95852  0.000
C50 -1.78437 0.17811 5.76198  0.000
C51 -2.78202 0.95975 5.19540  0.000
C52 -2.79146 1.20492 3.82793  0.000
C53 -1.80741 0.66220 3.01765  0.000
H37 -1.13854 -2.90610 3.79455  0.000
H38 -1.46940 -5.27259 3.19764  0.000
H39 -0.42947 -6.19370 1.15656  0.000
H40 0.93994 -4.74203 -0.30298  0.000
H41 1.27127 -2.35700 0.27830  0.000
H42 2.18851 -2.93352 3.61007  0.000
H43 4.30910 -2.82718 4.86374  0.000
H44 5.33507 -0.63894 5.38131  0.000
H45 4.21396 1.45500 4.68954  0.000
H46 2.08305 1.36492 3.44843  0.001
H47 0.00479 -0.94628 5.40624  0.000
H48 -1.77165 0.00140 6.82926  0.000
H49 -3.54989 1.38962 5.82533  0.000
H50 -3.56082 1.83328 3.39852  0.000
H51 -1.78742 0.87106 1.95548  0.000



An isolated ion of composition C4H4BrClFO2 and charge -1 at a distorted geometry. Source: OMol25; level of theory: ωB97M-V/def2-TZVPD.

Its spin multiplicity is 1. The calculation puts the calculated total energy at -93591.792 eV. The calculation puts the HOMO-LUMO gap at 8.02 eV. The net charge is -1. The HOMO energy comes out at -4.742 eV.

Last column: natural (NBO) charge in e.
Positions of all 13 atoms, in Å:
C1 -1.65947 -1.18409 -1.50041  0.702
C2 0.13705 0.41533 -0.50761  -0.643
C3 -0.84499 -1.34063 0.89093  0.199
C4 -1.08232 -0.40838 -0.31889  -0.081
O1 -2.80277 -0.98912 -1.89274  -0.696
O2 -0.74163 -1.99781 -1.92381  -0.772
F1 -2.00137 -1.93036 1.32751  -0.349
Cl1 0.45117 -2.58779 0.66946  -0.077
Br1 -2.48545 0.80762 0.58439  -0.112
H1 0.57643 0.83624 0.45683  0.192
H2 -0.21113 1.17355 -1.09144  0.222
H3 0.91013 -0.17144 -0.90204  0.245
H4 -0.35946 -0.71762 1.75317  0.172



C44H64GeMgN3OP2SSeSi as an isolated structure at a distorted geometry. Source: OMol25; level of theory: ωB97M-V/def2-TZVPD.

Its spin multiplicity is 1. As for the energy above the lowest of the compared OMol25 structures with the same formula, charge and spin: 0.0000 eV. The calculation puts the calculated total energy at -217780.708 eV. The calculation puts the HOMO-LUMO gap at 8.44 eV. The net charge is +1. The HOMO energy comes out at -10.470 eV.

Last column: Mulliken charge in e.
Positions of all 119 atoms, in Å:
Mg1 -0.21543 -0.20156 0.32875  1.057
C1 4.21168 4.88437 -4.06096  -0.741
S1 3.78843 5.82026 -2.57360  -0.090
C2 4.57894 4.79130 -1.29463  -1.155
C3 3.61204 3.92486 -0.48730  0.160
C4 2.87724 2.92706 -1.38276  -0.960
N1 1.96819 1.98700 -0.67236  1.255
P1 2.35328 0.32045 -0.42585  -0.605
C5 4.10476 0.37143 0.08048  0.669
C6 4.38694 0.86669 1.35718  -0.562
C7 5.69311 0.95004 1.81093  -0.601
C8 6.73529 0.51861 0.99696  -0.632
C9 6.46224 -0.00687 -0.25814  -0.787
C10 5.15111 -0.09171 -0.71406  -0.629
C11 2.42822 -0.54249 -2.04223  1.026
C12 2.01934 -1.87988 -2.01869  -1.009
C13 2.02361 -2.64584 -3.18208  -0.596
C14 2.43300 -2.08499 -4.37988  -0.729
C15 2.85482 -0.75810 -4.41385  -0.715
C16 2.85818 0.00500 -3.25712  -0.321
P2 0.35182 2.37025 -0.22469  0.656
C17 0.37510 4.10429 0.31996  0.090
C18 0.43439 5.17215 -0.57308  -0.088
C19 0.53711 6.46875 -0.09490  -0.721
C20 0.55651 6.71320 1.27566  -0.634
C21 0.46295 5.65799 2.17305  -0.719
C22 0.36949 4.35722 1.69377  -0.124
C23 -0.66135 2.50910 -1.75061  0.638
C24 -0.34102 1.83666 -2.92268  -0.542
C25 -1.21471 1.84551 -4.00932  -0.578
C26 -2.42642 2.51312 -3.92371  -0.714
C27 -2.76482 3.17765 -2.74764  -0.748
C28 -1.89002 3.17625 -1.67073  -0.915
H1 3.93360 5.50702 -4.91143  0.388
H2 3.66337 3.94117 -4.11458  0.124
H3 5.28508 4.69861 -4.09672  0.279
H4 5.10310 5.47832 -0.63250  0.505
H5 5.33021 4.17321 -1.79310  0.460
H6 2.91027 4.56318 0.04502  0.072
H7 4.18611 3.37236 0.25767  0.075
H8 3.64168 2.34032 -1.88511  0.634
H9 2.31968 3.46442 -2.15061  0.287
H10 3.57419 1.19002 1.99651  0.447
H11 5.90084 1.34215 2.80053  0.464
H12 7.75941 0.58003 1.34892  0.408
H13 7.27231 -0.36342 -0.88555  0.451
H14 4.95294 -0.51949 -1.68694  0.449
H15 1.67874 -2.32620 -1.09031  0.382
H16 1.69948 -3.67956 -3.14305  0.447
H17 2.42244 -2.67528 -5.29048  0.405
H18 3.19193 -0.31797 -5.34516  0.470
H19 3.18995 1.03236 -3.31776  0.329
H20 0.42142 4.99715 -1.64214  0.431
H21 0.60940 7.29235 -0.79593  0.464
H22 0.63843 7.73156 1.64336  0.416
H23 0.45948 5.84589 3.24141  0.485
H24 0.29052 3.52958 2.39172  -0.223
H25 0.59084 1.29911 -3.00014  0.326
H26 -0.93963 1.32550 -4.92021  0.486
H27 -3.10432 2.52409 -4.77038  0.415
H28 -3.71003 3.70389 -2.67427  0.474
H29 -2.15974 3.70361 -0.76060  0.462
C29 -3.04421 -1.70800 -1.63373  -1.190
N2 -3.84589 -0.75123 -0.86254  0.425
C30 -5.27836 -1.03283 -0.76579  -0.667
C31 -6.04611 0.23936 -0.48708  -0.704
C32 -5.46577 0.89284 0.74677  -0.676
N3 -4.02010 1.06298 0.60027  0.594
C33 -3.41409 2.11266 1.41596  -0.990
C34 -3.25499 0.20867 -0.12426  -0.240
O1 -1.99979 0.35398 -0.14822  -0.211
H30 -3.50832 -1.84405 -2.61151  0.420
H31 -2.98146 -2.66991 -1.12505  0.423
H32 -2.04006 -1.33625 -1.77205  0.045
H33 -5.46229 -1.77115 0.01917  0.308
H34 -5.59268 -1.47277 -1.70913  0.365
H35 -7.10080 0.01823 -0.33448  0.394
H36 -5.95440 0.91502 -1.33942  0.298
H37 -5.68240 0.29251 1.63467  0.273
H38 -5.90184 1.87735 0.90140  0.383
H39 -3.85612 3.07895 1.15928  0.418
H40 -2.34745 2.15743 1.23857  -0.119
H41 -3.58614 1.92528 2.47303  0.416
C35 -0.37491 -5.83103 2.39979  -0.917
Si1 -0.42099 -5.29364 0.62388  -0.289
C36 1.05142 -5.95338 -0.30468  -0.955
C37 -1.98402 -5.90528 -0.17768  -0.939
C38 -0.37926 -3.46761 0.54241  -0.856
C39 -0.33312 -2.23820 0.48005  1.373
H42 -0.42043 -6.92490 2.47434  0.306
H43 -1.22978 -5.41460 2.94842  0.291
H44 0.54408 -5.49154 2.89347  0.294
H45 1.23590 -7.00362 -0.05250  0.344
H46 1.95891 -5.38348 -0.06807  0.305
H47 0.88264 -5.89632 -1.38650  0.270
H48 -2.01130 -7.00305 -0.17273  0.329
H49 -2.05376 -5.56845 -1.22042  0.290
H50 -2.87050 -5.54284 0.36060  0.285
C40 -1.97428 0.07777 7.10325  -1.175
Ge1 -1.63964 0.19936 5.19084  0.567
C41 -1.80080 2.07056 4.63727  -0.444
C42 -2.90350 -0.87145 4.15421  -0.926
C43 0.13840 -0.54036 4.79271  -1.052
Se1 0.92311 -0.02199 3.08803  0.211
C44 1.63309 1.70906 3.62027  -0.645
H51 -2.99226 0.41870 7.31796  0.363
H52 -1.27455 0.71534 7.65073  0.361
H53 -1.86941 -0.94887 7.46473  0.355
H54 -2.84736 2.37625 4.74548  0.480
H55 -1.50755 2.20016 3.58995  -0.538
H56 -1.19436 2.73092 5.26599  0.432
H57 -3.88951 -0.39531 4.14682  0.311
H58 -3.01078 -1.87021 4.58868  0.423
H59 -2.54793 -0.98111 3.12423  0.074
H60 0.03898 -1.62407 4.73370  0.535
H61 0.88199 -0.31753 5.55638  0.491
H62 0.89656 2.24054 4.21573  0.277
H63 1.85335 2.27672 2.71945  -0.215
H64 2.54363 1.55804 4.19333  0.567